A gas-phase ion, C5H12OS (charge +1), computed with wB97M-V/def2-TZVPD.

Positions of all 19 atoms, in Å:
C -1.6976 -0.2271 -0.1354
O -1.8553 0.2096 1.2032
C -0.8508 -1.4958 -0.2460
C 0.4594 -1.4332 0.5591
C 1.1225 -0.0610 0.5945
S 1.7956 0.4819 -0.9488
C 1.4761 2.2412 -1.0324
H -2.6588 -0.3923 -0.6386
H -1.2076 0.5696 -0.7083
H -2.4990 -0.3828 1.6111
H -0.6639 -1.7161 -1.2966
H -1.4168 -2.3405 0.1690
H 0.3204 -1.7057 1.5956
H 1.1270 -2.1809 0.1438
H 0.4320 0.7139 0.9303
H 1.9000 0.0023 1.3580
H 0.6116 2.4902 -0.4201
H 1.2916 2.4198 -2.0979
H 2.3136 2.8067 -0.6405

Its net charge is +1. The highest occupied orbital energy (alpha / beta) comes out at -14.163 / -14.159 eV. The multiplicity is 2. Its energy above the lowest of the compared OMol25 structures with the same formula, charge and spin is 0.0 kJ/mol. For the total energy, the calculation gives -18253.6904 eV. The calculation puts the orbital gap (alpha / beta) at 11.13 / 6.01 eV.